1.
Below is a structure of composition C18H45NO12Zn2 at a distorted geometry, with properties calculated with the ωB97M-V functional and the def2-TZVPD basis.

Summary:
Energy (a.u.): -5228.68148

```
! wB97M-V def2-TZVPD RIJCOSX def2/J DEFGRID3
* xyz 2 1
Zn 0.336 0.072 -1.604
Zn 3.648 -0.240 0.602
O 1.248 2.901 1.208
C 1.353 1.712 0.703
O 2.368 1.131 1.149
O 0.472 1.361 -0.065
H 2.064 3.156 1.729
O 3.467 -0.626 -3.313
C 3.407 -0.453 -1.974
O 2.291 -0.563 -1.458
O 4.473 -0.174 -1.423
H 4.362 -0.537 -3.637
C -4.272 -1.247 -2.562
C -4.532 0.232 -2.331
C -6.007 0.571 -2.238
C -6.670 0.028 -0.958
C -6.022 0.675 0.229
C -4.509 0.462 0.231
N -4.013 0.854 -1.154
O -2.519 0.564 -1.038
C -3.793 1.447 1.248
C -4.304 -0.957 0.749
C -3.976 0.982 -3.525
H -3.162 -1.368 -2.656
H -4.606 -1.471 -3.564
H -4.631 -1.903 -1.754
H -6.067 1.647 -2.312
H -6.452 0.181 -3.137
H -6.556 -1.040 -0.807
H -7.744 0.224 -0.952
H -6.436 0.222 1.130
H -6.248 1.747 0.222
H -3.783 2.512 0.900
H -4.256 1.400 2.167
H -2.725 1.177 1.382
H -4.307 -1.035 1.821
H -5.041 -1.624 0.267
H -3.337 -1.280 0.346
H -4.013 2.071 -3.320
H -4.474 0.810 -4.448
H -2.965 0.689 -3.766
H -2.273 1.388 -0.577
C 5.358 -3.595 0.133
C 3.933 -3.219 -0.147
O 3.238 -2.269 0.776
H 5.485 -3.888 1.204
H 6.099 -2.883 -0.193
H 5.490 -4.501 -0.449
H 3.289 -4.063 0.000
H 3.849 -2.753 -1.124
H 3.314 -2.573 1.677
C 4.014 2.874 4.020
C 3.675 1.776 5.022
O 3.261 0.612 4.218
H 4.373 3.749 4.586
H 3.137 3.107 3.383
H 4.795 2.497 3.399
H 2.770 2.008 5.562
H 4.578 1.502 5.627
H 2.802 0.035 4.821
C 5.651 -1.265 2.867
O 4.867 -0.160 2.347
H 5.426 -2.157 2.325
H 6.703 -1.105 2.619
H 5.467 -1.529 3.913
H 4.266 0.159 3.114
C 1.491 2.750 -2.748
O 0.885 1.405 -3.008
H 0.877 3.541 -3.170
H 1.505 2.829 -1.670
H 2.469 2.799 -3.204
H 0.503 1.363 -3.900
C -0.291 -2.472 -0.550
O -0.845 -1.224 -1.055
H 0.758 -2.318 -0.233
H -0.786 -2.624 0.385
H -0.450 -3.278 -1.282
H -1.749 -0.830 -0.774
*
```

---

2.
Below is a cluster of 4 separate species, C18H46BClN5O5PS in total at a distorted geometry, with properties calculated with the ωB97M-V functional and the def2-TZVPD basis.

Summary:
SMILES: CCB(O)[C@H]1NC(=O)[C@@](Cl)([PH2]=N)[C@@H]1S.COC[C@@H](C)N.COC[C@@H](C)N.COC[C@@H](C)N
Energy (a.u.): -2587.87483

```
! wB97M-V def2-TZVPD RIJCOSX def2/J DEFGRID3
* xyz 0 1
C 6.330 -0.383 0.508
C 5.401 0.918 0.286
B 4.172 1.034 1.367
O 3.951 2.366 1.906
C 3.220 -0.205 1.802
N 2.484 -0.124 3.121
C 1.071 -0.569 3.014
O 0.127 -0.343 3.779
C 1.108 -1.378 1.599
Cl 1.936 -2.967 2.126
P -0.519 -2.035 0.855
N -1.805 -1.781 1.787
C 1.986 -0.308 0.789
S 2.274 -0.531 -1.024
H 6.103 -1.132 -0.325
H 7.433 -0.089 0.358
H 6.258 -0.854 1.540
H 6.085 1.844 0.318
H 5.000 0.868 -0.784
H 4.747 2.889 1.647
H 3.943 -1.076 1.913
H 2.561 0.777 3.616
H -0.387 -3.458 0.689
H -0.720 -1.460 -0.461
H -2.441 -1.220 1.186
H 1.399 0.662 0.999
H 1.465 0.463 -1.595
C -2.918 -2.397 -3.154
C -3.647 -1.356 -2.308
C -4.691 -0.540 -3.098
O -4.135 0.464 -3.941
C -3.664 -0.012 -5.191
N -2.655 -0.485 -1.666
H -2.157 -1.956 -3.800
H -2.407 -3.118 -2.510
H -3.620 -2.953 -3.782
H -4.184 -1.899 -1.523
H -5.313 -0.004 -2.374
H -5.367 -1.192 -3.664
H -4.272 -0.835 -5.576
H -2.619 -0.319 -5.106
H -3.705 0.813 -5.904
H -3.138 0.146 -1.029
H -2.287 0.138 -2.386
C 7.582 0.832 3.975
C 8.646 1.167 2.932
C 9.906 1.828 3.528
O 9.742 3.199 3.873
C 9.119 3.420 5.127
N 8.041 2.003 1.886
H 7.025 1.710 4.305
H 6.851 0.132 3.559
H 8.029 0.360 4.854
H 8.959 0.222 2.476
H 10.687 1.810 2.761
H 10.295 1.257 4.379
H 9.386 2.655 5.862
H 8.035 3.468 5.005
H 9.449 4.391 5.502
H 8.726 2.145 1.146
H 7.916 2.936 2.281
C -10.861 -0.995 -2.937
C -10.180 0.269 -2.418
C -8.643 0.234 -2.538
O -7.995 -0.574 -1.560
C -7.981 -1.960 -1.860
N -10.609 0.507 -1.035
H -10.778 -1.832 -2.243
H -11.929 -0.814 -3.087
H -10.439 -1.303 -3.897
H -10.535 1.102 -3.034
H -8.271 1.250 -2.370
H -8.323 -0.050 -3.548
H -7.896 -2.151 -2.934
H -8.877 -2.440 -1.459
H -7.120 -2.407 -1.360
H -10.230 1.400 -0.724
H -10.129 -0.175 -0.447
*
```

---

3.
Below is a structure of composition C18H46Br4F2N8O17S2 at a distorted geometry, with properties calculated with the ωB97M-V functional and the def2-TZVPD basis.

Summary:
Relative energy (zero: lowest compared OMol25 entry of this formula, charge and spin) (eV): 24.714

```
! wB97M-V def2-TZVPD RIJCOSX def2/J DEFGRID3
* xyz 0 1
C -15.555 12.496 -4.511
C -16.078 12.289 -3.085
N -15.017 12.802 -2.029
C -14.914 14.373 -2.116
C -15.471 12.478 -0.539
C -16.934 12.745 -0.288
C -13.651 12.096 -2.404
C -12.497 12.308 -1.389
O -12.441 13.662 -0.871
C -12.124 13.826 0.551
H -14.740 11.816 -4.757
H -15.183 13.508 -4.671
H -16.399 12.366 -5.189
H -16.134 11.255 -2.745
H -17.084 12.688 -2.953
H -15.887 14.728 -2.457
H -14.126 14.622 -2.826
H -14.643 14.816 -1.158
H -14.957 13.201 0.096
H -15.239 11.425 -0.384
H -17.227 13.722 -0.672
H -17.251 12.818 0.752
H -17.646 12.088 -0.788
H -13.231 12.417 -3.357
H -13.869 11.033 -2.508
H -11.525 12.023 -1.793
H -12.684 11.615 -0.569
H -12.940 13.492 1.192
H -11.658 14.809 0.490
H -11.306 13.203 0.912
N -12.990 10.910 -3.777
S -13.607 10.029 -4.878
O -13.606 8.580 -4.705
O -13.607 10.570 -6.228
F -15.132 10.330 -4.559
S -11.465 10.765 -4.457
O -11.040 11.796 -5.408
O -10.954 9.384 -4.668
F -10.517 11.156 -3.179
C -14.272 16.407 -5.153
N -14.928 16.048 -3.909
O -15.652 15.085 -3.900
O -14.761 16.828 -2.962
H -14.937 17.147 -5.597
H -13.987 15.578 -5.800
H -13.302 16.894 -5.052
C -18.455 13.067 2.205
N -17.127 13.262 2.881
O -17.104 14.052 3.770
O -16.222 12.492 2.538
H -18.432 12.069 1.767
H -18.554 13.842 1.446
H -19.198 13.190 2.994
C -17.895 14.187 -5.366
N -17.722 15.335 -4.436
O -17.729 16.409 -4.919
O -17.697 15.121 -3.260
H -18.937 13.870 -5.314
H -17.264 13.343 -5.087
H -17.807 14.435 -6.424
C -14.511 9.219 -2.267
N -13.620 8.733 -1.175
O -14.206 8.100 -0.281
O -12.428 9.046 -1.065
H -14.733 8.343 -2.876
H -14.156 10.139 -2.731
H -15.482 9.460 -1.834
C -17.244 7.709 -2.330
N -17.659 9.067 -2.847
O -18.861 9.129 -3.086
O -16.779 9.957 -2.863
H -16.426 7.316 -2.934
H -18.090 7.044 -2.155
H -16.800 7.933 -1.361
C -15.552 16.587 1.084
N -15.568 15.101 1.401
O -14.586 14.644 1.956
O -16.564 14.454 1.176
H -15.366 17.214 1.956
H -16.491 16.940 0.657
H -14.673 16.731 0.456
Br -8.750 13.203 -5.634
C -10.493 13.940 -5.243
C -10.962 13.512 -3.798
Br -12.823 14.203 -3.674
H -11.196 13.509 -5.955
H -10.550 15.021 -5.374
H -10.366 14.148 -3.143
H -10.970 12.449 -3.557
Br -19.346 13.758 -0.553
C -19.934 11.988 -0.028
C -18.945 10.905 -0.541
Br -19.447 9.068 -0.090
H -20.954 11.831 -0.381
H -19.946 11.966 1.061
H -17.986 11.022 -0.037
H -18.843 10.958 -1.625
*
```